Formula: C9H70NO27
Source: OMol25
Level of theory: wB97M-V/def2-TZVPD

Geometry as XYZ:
```
107
Properties=species:S:1:pos:R:3
C -1.779 -0.647 1.181
C -0.550 0.185 0.797
C 0.632 -0.674 1.332
C 1.964 -0.184 0.837
C 1.975 -0.176 -0.709
C 0.779 0.592 -1.321
N -0.480 0.335 -0.655
O -1.631 0.915 -1.208
C 0.664 -0.047 -2.724
C 1.221 2.049 -1.462
C -0.552 1.542 1.516
H -1.618 -1.221 2.099
H -1.999 -1.402 0.421
H -2.727 -0.141 1.380
H 0.438 -1.593 0.774
H 0.548 -0.851 2.401
H 2.783 -0.776 1.259
H 2.170 0.806 1.270
H 2.163 -1.197 -1.027
H 2.905 0.371 -0.895
H 1.446 0.228 -3.438
H -0.302 0.185 -3.178
H 0.666 -1.141 -2.812
H 1.943 2.160 -2.277
H 1.630 2.423 -0.523
H 0.426 2.702 -1.825
H -1.201 2.186 0.913
H 0.464 1.925 1.600
H -1.055 1.453 2.483
O -5.056 -2.240 1.612
H -5.203 -1.363 1.226
H -5.682 -2.301 2.341
O -4.395 -0.298 -1.116
H -3.960 0.479 -1.502
H -3.676 -0.945 -1.021
O 6.420 -1.527 1.553
H 6.829 -2.377 1.735
H 5.575 -1.551 2.050
O 1.974 -0.695 4.893
H 2.045 -1.626 4.660
H 1.044 -0.605 5.249
O 1.308 1.686 -5.546
H 1.667 2.568 -5.707
H 0.391 1.737 -5.841
O 0.112 -1.905 -5.748
H 0.926 -1.641 -5.295
H 0.344 -1.898 -6.683
O -2.134 -1.897 -2.281
H -2.526 -1.822 -3.179
H -1.661 -1.055 -2.144
O 2.518 -3.951 -0.073
H 1.602 -3.869 -0.389
H 3.018 -3.388 -0.683
O -2.831 -4.007 2.234
H -3.271 -4.846 2.058
H -3.309 -3.361 1.691
O -3.631 1.831 3.595
H -3.699 1.480 2.686
H -4.155 2.638 3.577
O -5.103 0.747 1.289
H -4.527 0.280 0.629
H -5.735 1.235 0.753
O -1.639 2.037 -4.265
H -1.661 1.347 -4.934
H -1.473 1.555 -3.433
O -2.214 3.772 -0.860
H -1.580 4.159 -0.248
H -1.814 2.910 -1.122
O -0.592 -0.662 5.694
H -0.774 0.308 5.695
H -1.362 -1.059 5.239
O -0.136 -3.333 -0.693
H 0.212 -2.432 -0.786
H -1.094 -3.214 -0.751
O 4.491 -1.717 3.583
H 3.606 -1.340 3.482
H 4.350 -2.550 4.046
O 4.124 -2.403 -1.986
H 4.613 -1.905 -1.315
H 4.454 -2.068 -2.825
O -1.532 1.854 5.584
H -1.748 2.715 5.956
H -1.883 1.884 4.675
O -2.746 -1.431 -4.892
H -1.818 -1.719 -5.005
H -2.911 -0.878 -5.662
O 0.065 -4.160 2.331
H -0.908 -4.112 2.357
H 0.313 -3.706 1.513
O -0.229 4.561 3.731
H -0.217 3.818 3.114
H 0.039 4.178 4.574
O 3.650 4.452 -1.958
H 3.788 5.134 -1.292
H 3.784 3.620 -1.481
O -2.884 -1.907 4.619
H -3.514 -1.220 4.878
H -3.227 -2.251 3.782
O 3.029 -0.499 -5.828
H 3.451 -0.537 -4.963
H 2.405 0.253 -5.764
O 4.557 2.888 0.553
H 5.035 2.180 1.001
H 3.655 2.823 0.894
O 0.703 4.552 -3.709
H 1.511 4.307 -3.234
H -0.018 4.279 -3.129
```

## Properties
Net charge: -1
HOMO energy, eV: -3.904
Energy above the lowest of the compared OMol25 structures with the same formula, charge and spin, eV: 3.104
Lowest unoccupied orbital energy, eV: 1.907
Energy, a.u.: -2471.1979
Gap between HOMO and LUMO, eV: 5.81